1.
Computed, not measured: C14H18IrN6OP as an isolated structure in a non-equilibrium geometry, with wB97M-V/def2-TZVPD.

Output
* total charge: +3
* spin multiplicity: 2
* energy: -1392.64368 a.u.
* expectation value of S²: 0.753
* energy above the lowest of the compared OMol25 structures with the same formula, charge and spin: 150.84 kJ/mol
* E_HOMO (alpha / beta): -18.44 / -18.43 eV

Structure (XYZ):
```
41
C14H18IrN6OP (wB97M-V/def2-TZVPD)
Ir -0.1498 0.2537 -0.1879
C 0.8416 -4.6036 2.3025
N 0.0925 -3.5831 1.5900
C -1.2020 -3.6900 1.2018
C -1.5310 -2.5163 0.5666
N -0.4370 -1.7132 0.5802
C 0.5535 -2.3719 1.2084
P 2.2694 -1.7953 1.5253
C 2.5954 -1.2408 -0.1925
N 1.7540 -0.5775 -0.9947
C 2.3464 -0.4317 -2.2024
C 3.5853 -1.0363 -2.1383
N 3.7232 -1.5298 -0.8865
C 4.8909 -2.2257 -0.3741
C 1.7857 -0.1684 2.2259
N 0.8677 0.6741 1.7311
C 0.7342 1.7076 2.5985
C 1.6030 1.4962 3.6420
N 2.2491 0.3307 3.3936
C 3.2724 -0.2534 4.2452
H 0.2058 -5.4718 2.4580
H 1.1724 -4.2339 3.2723
H 1.7182 -4.9101 1.7332
H -1.8145 -4.5554 1.3896
H -2.4702 -2.2364 0.1213
H 1.8875 0.0729 -3.0350
H 4.3341 -1.1277 -2.9063
H 5.6635 -2.2454 -1.1388
H 4.6443 -3.2515 -0.1017
H 5.2863 -1.7191 0.5053
H 0.0491 2.5235 2.4529
H 1.7742 2.0960 4.5196
H 3.4569 0.4123 5.0852
H 4.2043 -0.3844 3.6966
H 2.9524 -1.2210 4.6305
C -1.3359 3.5348 -0.8278
C -0.4888 2.3428 -0.9225
O 0.6123 2.1864 -1.3385
H -0.7832 4.3984 -1.2090
H -1.6433 3.7031 0.2085
H -2.2633 3.4120 -1.3979
```



2.
Computed, not measured: C36H28OP2SSbSe4Y as an isolated structure in a non-equilibrium geometry, with wB97M-V/def2-TZVPD.

Output
* total charge: 0
* energy: -12429.08802 a.u.
* E_HOMO: -6.52 eV

Structure (XYZ):
```
74
C36H28OP2SSbSe4Y (wB97M-V/def2-TZVPD)
Y -0.0019 -1.3347 -1.2986
O -0.2904 -0.8893 0.9571
S 0.0726 0.6259 0.7770
C 1.3027 1.0596 1.9498
C 1.1643 1.8322 3.0860
C 2.3025 2.3929 3.6518
C 3.5425 2.1787 3.0747
C 3.6794 1.3557 1.9611
C 2.5636 0.7799 1.3850
P 2.6773 -0.3846 -0.0572
C 3.2664 -1.9181 0.7524
C 3.0989 -2.1822 2.1070
C 3.4278 -3.4305 2.6241
C 3.9184 -4.4257 1.7950
C 4.0913 -4.1703 0.4391
C 3.7618 -2.9287 -0.0781
C 4.1089 0.1826 -1.0005
C 3.8820 0.9421 -2.1424
C 4.9522 1.4959 -2.8334
C 6.2467 1.2761 -2.3959
C 6.4831 0.4918 -1.2692
C 5.4199 -0.0541 -0.5727
C -1.4358 1.5370 0.9419
C -1.3866 2.8606 1.3590
C -2.4443 3.7182 1.0957
C -3.5416 3.2611 0.4020
C -3.5883 1.9446 -0.0339
C -2.5356 1.0672 0.1835
P -2.6296 -0.6048 -0.5856
C -3.7754 -0.4207 -1.9877
C -3.6561 0.6475 -2.8777
C -4.4861 0.7165 -3.9873
C -5.4181 -0.2827 -4.2306
C -5.5147 -1.3645 -3.3669
C -4.6958 -1.4353 -2.2491
C -3.5753 -1.5554 0.6510
C -3.1133 -2.8133 1.0205
C -3.7825 -3.5665 1.9764
C -4.9226 -3.0559 2.5751
C -5.3913 -1.7973 2.2165
C -4.7222 -1.0506 1.2617
H 0.1880 2.0074 3.5162
H 2.2111 3.0270 4.5231
H 4.4173 2.6629 3.4881
H 4.6564 1.2044 1.5217
H 2.7144 -1.4153 2.7675
H 3.2976 -3.6212 3.6814
H 4.1662 -5.3980 2.1998
H 4.4852 -4.9385 -0.2136
H 3.9171 -2.7292 -1.1341
H 2.8798 1.1223 -2.5133
H 4.7402 2.1161 -3.6942
H 7.0799 1.7097 -2.9337
H 7.4960 0.3105 -0.9338
H 5.6086 -0.6871 0.2867
H -0.5003 3.2529 1.8272
H -2.3622 4.7591 1.3758
H -4.3379 3.9398 0.1290
H -4.4385 1.6216 -0.6185
H -2.9448 1.4514 -2.7100
H -4.3981 1.5686 -4.6483
H -6.0718 -0.2186 -5.0906
H -6.2315 -2.1523 -3.5581
H -4.7833 -2.2804 -1.5763
H -2.2132 -3.2128 0.5644
H -3.4124 -4.5450 2.2524
H -5.4486 -3.6364 3.3217
H -6.2816 -1.3974 2.6837
H -5.0956 -0.0715 0.9899
Se 1.4772 3.4050 -0.4479
Sb 0.3687 3.3720 -2.6048
Se -0.0749 0.7064 -2.4031
Se 1.7505 3.2643 -4.5559
Se -1.9146 4.1016 -2.7691
```



3.
Computed, not measured: a 2-piece molecular cluster, C5H12N2O3 overall in a non-equilibrium geometry, with wB97M-V/def2-TZVPD.

Output
* total charge: 0
* energy: -532.85883 a.u.
* energy above the lowest of the compared OMol25 structures with the same formula, charge and spin: 354.90 kJ/mol
* E_HOMO: -9.23 eV

Structure (XYZ):
```
22
C5H12N2O3 (wB97M-V/def2-TZVPD)
C -3.6313 -0.4177 0.6137
C -2.7069 -1.3585 1.3738
N -1.3736 -0.8946 1.7135
C -0.7491 -0.0765 0.9944
O 1.2332 -0.6786 -0.2872
C 2.2084 0.0492 -0.5900
O 2.4705 1.1287 0.0733
C 2.7445 -0.0308 -2.0093
N 3.6673 0.9887 -2.4403
H -3.5951 0.6062 1.0133
H -3.3753 -0.3765 -0.4555
H -4.6633 -0.7828 0.6975
H -3.1855 -1.6650 2.3170
H -2.5758 -2.2890 0.8004
H -1.1330 0.3820 0.0737
H 3.2005 -1.0283 -2.0975
H 1.8713 -0.0465 -2.6785
H 3.2339 1.9075 -2.4281
H 4.4801 1.0326 -1.8336
O 0.0397 1.1935 1.6984
H 1.6183 1.4425 0.8461
H 0.2215 0.9140 2.6049
```



4.
Computed, not measured: an isolated ion of composition C5H11N2S and charge +1 in a non-equilibrium geometry, with wB97M-V/def2-TZVPD.

Output
* total charge: +1
* energy: -704.49696 a.u.
* energy above the lowest of the compared OMol25 structures with the same formula, charge and spin: 245.78 kJ/mol
* E_HOMO: -13.94 eV

Structure (XYZ):
```
19
C5H11N2S (wB97M-V/def2-TZVPD)
C -0.9866 1.8128 0.2640
C 0.0707 1.6207 1.3269
C -0.7658 -0.4388 0.2861
C 0.9323 -0.5384 -1.5806
C -0.2334 -1.2491 -0.8264
N -1.6156 0.8014 -0.1536
N 0.2063 0.1614 1.3176
S -1.9158 -1.3661 1.3942
H -1.4703 2.6965 0.0355
H 1.0096 2.2564 1.1268
H -0.3848 1.8670 2.2471
H 1.6012 -0.2556 -0.6824
H 0.5958 0.4081 -1.9821
H 1.4532 -1.2331 -2.3305
H 0.0742 -2.2901 -0.6686
H -1.1483 -1.3637 -1.4241
H 1.1424 -0.1158 0.9568
H 0.1207 -0.3787 2.2330
H -2.7335 -0.4297 1.1944
```



5.
Computed, not measured: a 2-piece molecular cluster, C3H11N2O overall, with wB97M-V/def2-TZVPD.

Output
* total charge: 0
* spin multiplicity: 2
* energy: -305.56074 a.u.
* expectation value of S²: 0.753
* energy above the lowest of the compared OMol25 structures with the same formula, charge and spin: 29.10 kJ/mol
* E_HOMO (alpha / beta): -6.18 / -9.41 eV

Structure (XYZ):
```
17
C3H11N2O (wB97M-V/def2-TZVPD)
C -0.7191 0.2958 -1.5127
N -1.6667 -0.4525 -0.6965
C -1.1800 -0.7886 0.6248
O -2.0865 -1.6363 1.2788
H -0.6940 1.3387 -1.1905
H -1.0497 0.2788 -2.5489
H 0.3059 -0.1017 -1.5020
H -1.9109 -1.3149 -1.1717
H -0.2136 -1.3100 0.5999
H -1.0474 0.1450 1.1883
H -2.9634 -1.2292 1.1862
C 2.7608 0.4031 0.5739
N 1.6818 1.2551 0.5883
H 3.5742 0.5671 1.2581
H 2.7501 -0.4147 -0.1265
H 0.8073 0.9445 0.2113
H 1.6512 2.0197 1.2393
```



6.
Computed, not measured: a 2-piece molecular cluster, C3H6O2 overall in a non-equilibrium geometry, with wB97M-V/def2-TZVPD.

Output
* total charge: 0
* energy: -268.28427 a.u.
* energy above the lowest of the compared OMol25 structures with the same formula, charge and spin: 317.58 kJ/mol
* E_HOMO: -8.85 eV

Structure (XYZ):
```
11
C3H6O2 (wB97M-V/def2-TZVPD)
C 0.3391 -1.0821 -0.2011
C -0.4273 -0.1558 -0.7137
C -1.1225 0.6126 -1.4994
O 0.0816 0.7583 2.4558
O 1.6732 -0.8447 -0.0844
H 1.9036 -0.1020 -0.6732
H 0.8432 0.1561 2.4314
H -0.0071 -1.9320 0.3701
H -0.4094 0.7184 1.5840
H -0.8306 0.8099 -2.5252
H -2.0438 1.0615 -1.1444
```



7.
Computed, not measured: a 6-piece molecular cluster, H12O6 overall in a non-equilibrium geometry, with wB97M-V/def2-TZVPD.

Output
* total charge: 0
* energy: -458.65216 a.u.
* energy above the lowest of the compared OMol25 structures with the same formula, charge and spin: 53.32 kJ/mol
* E_HOMO: -10.73 eV

Structure (XYZ):
```
18
H12O6 (wB97M-V/def2-TZVPD)
H 1.6714 2.3847 0.2566
H 0.4181 1.5096 -0.0356
H -1.7932 1.6224 0.5699
H -1.5157 0.8047 -0.6915
H -0.1388 -0.6573 -1.4518
H -1.5472 -1.3416 -1.0078
H -2.0930 -1.3566 1.4376
H -0.7991 -0.6409 0.9895
H 0.9765 0.0702 1.4949
H 1.3600 -1.3241 1.1146
H 2.0120 -1.0919 -1.8274
H 1.8100 0.0423 -0.7885
O 1.3958 1.4600 0.1851
O -1.2840 1.6596 -0.2606
O -1.1368 -0.7215 -1.6133
O -1.7466 -0.6599 0.9079
O 0.7348 -0.8509 1.6790
O 1.6758 -0.9087 -0.9588
```



8.
Computed, not measured: C4H8AgClO as an isolated structure in a non-equilibrium geometry, with wB97M-V/def2-TZVPD.

Output
* total charge: 0
* energy: -839.59279 a.u.
* energy above the lowest of the compared OMol25 structures with the same formula, charge and spin: 0.00 kJ/mol
* E_HOMO: -9.02 eV

Structure (XYZ):
```
15
C4H8AgClO (wB97M-V/def2-TZVPD)
Ag -0.2360 0.6723 3.1871
Cl 1.2507 2.5583 2.5597
C 0.4274 0.2891 -1.2093
C 0.0258 -1.1753 -0.9843
C -0.1887 -1.1843 0.5248
O -0.6118 0.1341 0.8743
C -0.5029 1.0118 -0.2528
H 0.3297 0.6638 -2.2270
H 1.4563 0.4629 -0.8851
H 0.7953 -1.8372 -1.3750
H -0.9093 -1.3820 -1.5093
H 0.7379 -1.4297 1.0557
H -0.9623 -1.8914 0.8326
H -0.1109 1.9663 0.0910
H -1.5012 1.1413 -0.6823
```



9.
Computed, not measured: the molecule C2H4ClP in a non-equilibrium geometry, with wB97M-V/def2-TZVPD.

Output
* total charge: 0
* energy: -880.00292 a.u.
* energy above the lowest of the compared OMol25 structures with the same formula, charge and spin: 327.21 kJ/mol
* E_HOMO (alpha / beta): -8.00 / -8.05 eV

Structure (XYZ):
```
8
C2H4ClP (wB97M-V/def2-TZVPD)
C 1.3381 0.5406 0.2041
C -1.0231 -0.8187 -0.1608
P -0.1746 0.5888 -0.6320
Cl -2.2440 -1.6312 -0.9628
H 1.9602 -0.2862 0.3848
H 1.3947 1.4175 0.7680
H -0.4296 -1.4685 0.4426
H -0.8217 1.6578 -0.0438
```



10.
Computed, not measured: C24H37N10O3SW as an isolated structure, with wB97M-V/def2-TZVPD.

Output
* total charge: +3
* energy: -2174.36240 a.u.
* energy above the lowest of the compared OMol25 structures with the same formula, charge and spin: 0.00 kJ/mol
* E_HOMO (alpha / beta): -16.33 / -16.33 eV

Structure (XYZ):
```
76
C24H37N10O3SW (wB97M-V/def2-TZVPD)
W 0.0017 -1.4642 0.2001
C 4.2595 -1.7219 1.5181
C 2.9354 -1.8748 0.8636
N 1.8541 -1.2523 1.2121
N 1.8877 -0.4289 2.3190
C 0.7145 0.0506 2.5317
O -0.2799 -0.3581 1.6730
C 0.3499 0.9580 3.5962
C -0.9907 1.2988 3.8080
C -1.3217 2.1702 4.8285
C -0.3238 2.7038 5.6362
C 1.0104 2.3664 5.4285
C 1.3518 1.4952 4.4134
C 2.7122 -2.7522 -0.2764
C 3.7045 -3.5063 -0.8807
C 3.3914 -4.2851 -1.9812
C 2.0854 -4.2795 -2.4534
C 1.1384 -3.5072 -1.8126
N 1.4314 -2.7615 -0.7296
H 4.1947 -1.0684 2.3804
H 4.9700 -1.2959 0.8051
H 4.6503 -2.6941 1.8243
H -1.7694 0.8775 3.1855
H -2.3559 2.4348 5.0007
H -0.5872 3.3866 6.4329
H 1.7804 2.7884 6.0591
H 2.3863 1.2337 4.2379
H 4.7134 -3.4723 -0.4943
H 4.1525 -4.8777 -2.4705
H 1.7967 -4.8604 -3.3181
H 0.1228 -3.4608 -2.1817
N 0.2710 -3.1561 3.1299
N -0.5178 -4.2851 2.8871
C -1.2479 -4.3973 1.7833
N -2.0606 -5.4254 1.6404
N -1.0850 -3.4008 0.8481
N -1.8942 -3.3428 -0.2076
O -1.5738 -2.2881 -0.9110
O -2.7520 -4.0857 -0.5444
H 1.2222 -3.4539 3.3221
H -0.0856 -2.6713 3.9493
H -0.5979 -5.0044 3.5968
H -2.1677 -6.1064 2.3795
H -2.6262 -5.5411 0.8129
C 0.5867 3.4401 -3.7694
C 0.6176 2.6291 -5.0608
C -0.5905 1.7251 -5.2993
C -0.7659 0.5902 -4.2951
N -1.4175 1.0547 -3.0499
C -1.0334 0.8631 -1.8162
S 0.5091 0.0313 -1.4635
N -1.7292 1.3021 -0.7754
C -2.9564 2.1143 -0.8703
C -2.6832 3.5797 -1.2126
C -2.2211 4.4267 -0.0268
C -0.9342 3.9596 0.6509
H 1.4219 4.1380 -3.7364
H 0.6648 2.8122 -2.8763
H -0.3302 4.0304 -3.6988
H 1.5272 2.0226 -5.0973
H 0.6852 3.3177 -5.9038
H -0.4988 1.2604 -6.2821
H -1.5112 2.3188 -5.3397
H 0.1976 0.1554 -4.0332
H -1.3947 -0.1975 -4.7109
H -2.2301 1.6434 -3.1932
H -1.2368 1.3244 0.1052
H -3.4577 2.0342 0.0943
H -3.6153 1.6370 -1.5989
H -3.6062 4.0043 -1.6114
H -1.9424 3.6329 -2.0169
H -3.0268 4.4735 0.7107
H -2.0833 5.4480 -0.3833
H -1.0846 3.0493 1.2436
H -0.5759 4.7145 1.3493
H -0.1361 3.7800 -0.0747
```



11.
Computed, not measured: the molecule C5H8N2 in a non-equilibrium geometry, with wB97M-V/def2-TZVPD.

Output
* total charge: 0
* energy: -304.76377 a.u.
* energy above the lowest of the compared OMol25 structures with the same formula, charge and spin: 188.30 kJ/mol
* E_HOMO: -9.86 eV

Structure (XYZ):
```
15
C5H8N2 (wB97M-V/def2-TZVPD)
C -0.7790 -1.3113 0.7189
C 0.0798 -0.1738 0.2263
C 1.2929 0.1627 1.0768
N 0.5439 -0.0674 -1.1445
C -0.3311 1.0144 -0.5857
C -1.3369 1.3138 -1.5727
N -1.8073 1.6730 -2.5694
H -0.9864 -1.1818 1.7870
H -0.2238 -2.2506 0.6065
H -1.7322 -1.4003 0.1901
H 1.9626 -0.7022 1.0558
H 1.8317 0.9857 0.5953
H 1.0612 0.4336 2.1086
H -0.0683 -0.6260 -1.7471
H 0.1211 1.9478 -0.2490
```



12.
Computed, not measured: C33H55GeN2O9PbS2 as an isolated structure in a non-equilibrium geometry, with wB97M-V/def2-TZVPD.

Output
* total charge: 0
* spin multiplicity: 2
* energy: -5143.31028 a.u.
* expectation value of S²: 0.756
* energy above the lowest of the compared OMol25 structures with the same formula, charge and spin: 55.69 kJ/mol
* E_HOMO (alpha / beta): -7.93 / -7.94 eV

Structure (XYZ):
```
103
C33H55GeN2O9PbS2 (wB97M-V/def2-TZVPD)
Pb -0.5690 0.4666 0.7949
C -1.3620 3.2008 -2.7300
C -2.5183 3.1912 -1.7259
C -2.9052 4.6492 -1.4397
C -3.7266 2.4558 -2.3148
O -2.0938 2.5409 -0.5473
Ge -2.8270 2.7766 1.1562
O -2.9309 0.8023 1.2756
C -3.9879 0.1020 1.9145
C -3.8360 0.2009 3.4341
C -3.9412 -1.3604 1.4711
C -5.3306 0.7043 1.4797
O -1.0690 2.5111 1.9810
C -0.2941 3.5243 2.6259
C 0.6521 2.8709 3.6290
C 0.5106 4.3069 1.5892
C -1.2352 4.4756 3.3762
H -1.5441 3.9276 -3.5227
H -1.2407 2.2205 -3.1915
H -0.4381 3.4667 -2.2143
H -3.1875 5.1552 -2.3626
H -2.0548 5.1668 -0.9917
H -3.7439 4.6873 -0.7422
H -4.0664 2.9353 -3.2338
H -4.5399 2.4543 -1.5863
H -3.4540 1.4210 -2.5291
H -2.8849 -0.2401 3.7386
H -4.6483 -0.3198 3.9417
H -3.8397 1.2516 3.7310
H -2.9988 -1.8112 1.7731
H -4.0123 -1.4045 0.3811
H -4.7692 -1.9182 1.9097
H -5.4152 1.7322 1.8361
H -6.1632 0.1219 1.8743
H -5.3811 0.7115 0.3894
H 1.3155 2.1753 3.1194
H 0.0869 2.3162 4.3813
H 1.2518 3.6330 4.1256
H 1.1671 3.6368 1.0367
H 1.1107 5.0783 2.0735
H -0.1707 4.7794 0.8778
H -1.9308 3.9014 3.9912
H -1.8117 5.0713 2.6660
H -0.6652 5.1463 4.0184
C 2.2349 -6.3248 0.3662
C 2.3607 -4.9340 0.9237
C 2.7135 -4.7157 2.2509
C 2.8364 -3.4285 2.7497
C 2.6092 -2.3534 1.9100
C 2.2483 -2.5463 0.5861
C 2.1265 -3.8333 0.1000
S 2.7347 -0.6921 2.5403
O 3.4150 0.1199 1.5738
O 3.3089 -0.7612 3.8556
N 1.1558 -0.1755 2.6483
C 0.4900 -0.7937 3.6853
C -0.3123 -2.1409 3.0195
O -0.2271 -3.1254 3.7130
O -0.8536 -1.8467 1.9467
H 2.5917 -7.0671 1.0776
H 2.8132 -6.4184 -0.5538
H 1.1929 -6.5467 0.1275
H 2.8822 -5.5614 2.9051
H 3.1139 -3.2534 3.7800
H 2.0544 -1.6942 -0.0464
H 1.8333 -3.9902 -0.9318
H -0.3678 -0.2172 4.0387
H 1.1258 -1.1592 4.4890
C -2.7795 -3.8169 -2.6775
N -1.9195 -3.1435 -1.7175
C -1.7647 -3.8110 -0.4334
C -1.3698 -1.9382 -1.9531
C -1.7376 -1.2776 -3.2628
O -0.5783 -1.3976 -1.1693
H -2.8246 -4.8698 -2.4106
H -2.3831 -3.7326 -3.6874
H -3.7946 -3.4100 -2.6708
H -1.2746 -4.7778 -0.5690
H -2.7485 -3.9696 0.0131
H -1.1731 -3.1952 0.2350
H -2.8183 -1.2057 -3.3793
H -1.3325 -1.8381 -4.1057
H -1.3092 -0.2809 -3.2779
C 7.2243 0.2864 -4.2997
C 6.0244 0.4255 -3.4027
C 5.3190 -0.6879 -2.9578
C 4.1749 -0.5461 -2.1861
C 3.7279 0.7223 -1.8598
C 4.4510 1.8394 -2.2334
C 5.5896 1.6894 -3.0072
S 2.1250 0.9656 -1.0505
C 1.2452 0.8318 -2.6601
O 2.0307 2.4032 -0.7170
H 7.3548 -0.7427 -4.6300
H 8.1325 0.5981 -3.7813
H 7.1150 0.9237 -5.1779
H 5.6553 -1.6788 -3.2382
H 3.6254 -1.4204 -1.8584
H 4.0907 2.8163 -1.9346
H 6.1371 2.5673 -3.3295
H 1.5850 1.6141 -3.3347
H 0.1956 0.9615 -2.4148
H 1.4169 -0.1601 -3.0751
```